Entry 1:
91
Properties=species:S:1:pos:R:3:forces:R:3 method="wB97M-V/def2-TZVPD" fmax_ha_per_bohr=0.0719 relative_energy_kj_mol=106.2 molar_mass_g_mol=685.11 gap_ev="3.0 / 3.0" total_charge=-1 lumo_energy_ev="1.58 / 1.58"
Sc -0.875 -0.037 2.374 1.30 -0.25 0.08
Cl -1.563 2.218 2.255 -0.27 -0.20 0.24
P -0.830 -0.765 -2.038 -0.87 -1.11 -0.54
C 0.314 0.620 -1.542 -0.32 -1.70 2.69
H -0.041 0.892 -0.499 0.23 -0.45 -0.97
H 1.246 0.092 -1.330 0.17 -0.61 0.05
C -2.388 -1.114 -0.986 0.56 0.01 0.19
C -0.054 -2.517 -1.989 0.21 0.66 0.55
C -3.594 -1.728 -1.749 0.12 0.09 -0.19
H -2.005 -1.876 -0.270 -0.17 0.32 -0.29
C -4.723 -2.120 -0.778 0.27 -0.03 0.07
H -3.989 -0.988 -2.469 0.18 -0.27 0.31
H -3.296 -2.623 -2.321 -0.14 0.51 0.21
C -5.168 -0.963 0.120 0.07 0.11 -0.10
H -5.570 -2.495 -1.364 0.09 0.06 0.10
H -4.384 -2.960 -0.156 0.03 0.11 -0.03
C -3.991 -0.243 0.804 -0.08 -0.13 0.12
H -5.736 -0.243 -0.481 0.11 0.01 -0.02
H -5.864 -1.339 0.878 0.10 0.08 -0.05
C -2.847 0.097 -0.171 -0.08 0.22 0.12
H -4.352 0.688 1.268 0.20 -0.27 -0.10
H -3.626 -0.881 1.629 0.00 0.10 -0.22
H -3.190 0.899 -0.852 0.31 -0.15 0.27
H -1.994 0.548 0.391 -0.57 -0.03 -0.61
C -1.332 -0.384 -3.753 0.05 -0.11 0.18
C 1.133 -2.636 -2.960 -0.01 0.12 -0.13
H 0.303 -2.484 -0.939 0.16 -0.28 -0.30
C 1.842 -4.000 -2.884 -0.17 0.04 0.20
H 0.779 -2.478 -3.994 0.03 -0.06 0.24
H 1.863 -1.841 -2.754 -0.16 -0.13 -0.07
C 0.886 -5.184 -3.035 -0.19 -0.03 -0.11
H 2.604 -4.047 -3.669 0.01 0.03 0.14
H 2.354 -4.087 -1.918 -0.01 0.09 -0.09
C -0.317 -5.096 -2.089 0.28 0.28 0.14
H 0.535 -5.253 -4.072 -0.06 0.16 0.02
H 1.417 -6.122 -2.851 0.04 0.06 0.01
C -1.020 -3.725 -2.125 -0.39 0.15 -0.26
H -1.052 -5.871 -2.355 0.16 0.18 0.17
H 0.019 -5.297 -1.059 -0.08 0.05 -0.22
H -1.576 -3.649 -3.078 0.24 -0.04 0.34
H -1.771 -3.726 -1.320 0.27 0.11 -0.27
C -2.147 0.920 -3.676 0.28 0.02 -0.09
H -0.328 -0.182 -4.183 -0.40 0.20 -0.07
C -2.197 1.567 -5.049 -0.04 -0.11 -0.22
H -3.163 0.695 -3.310 0.24 0.02 -0.17
H -1.702 1.631 -2.966 -0.05 -0.05 0.07
C -2.722 0.610 -6.128 -0.18 -0.05 -0.05
H -2.834 2.454 -4.988 0.17 0.01 -0.18
H -1.181 1.890 -5.318 -0.17 0.06 0.12
C -2.086 -0.794 -6.095 -0.01 0.16 0.15
H -3.812 0.521 -6.028 0.09 -0.10 0.09
H -2.555 1.052 -7.116 -0.02 -0.04 0.04
C -2.044 -1.399 -4.683 0.24 0.12 0.32
H -2.652 -1.469 -6.749 0.21 0.14 -0.03
H -1.052 -0.724 -6.475 -0.26 -0.10 0.05
H -3.068 -1.593 -4.318 0.41 0.09 -0.20
H -1.512 -2.363 -4.704 -0.17 0.30 -0.05
C -0.164 3.174 -1.784 0.38 -2.01 -2.70
C 0.722 1.987 -2.116 -0.46 3.33 -1.53
H -0.953 3.428 -2.489 0.16 0.13 -0.06
C 2.145 2.353 -1.613 -0.06 -0.44 0.45
H 0.834 2.012 -3.215 -0.26 -0.82 0.13
C 2.146 2.729 -0.126 0.11 -0.22 0.00
H 2.870 1.543 -1.733 0.03 -0.26 -0.24
H 2.469 3.206 -2.232 -0.06 -0.30 0.28
C 1.431 4.035 0.092 -0.97 0.32 -0.79
H 1.662 1.962 0.495 0.19 0.10 -0.40
H 3.176 2.771 0.239 0.04 0.03 0.01
C 0.009 3.988 -0.615 0.22 0.78 2.65
H 1.297 4.213 1.176 0.08 0.18 -0.49
H 2.020 4.845 -0.367 -0.04 -0.04 0.24
H -0.662 3.606 0.175 0.02 0.68 0.41
H -0.280 5.024 -0.851 -0.12 -0.09 0.34
O 4.128 -2.315 6.363 -1.87 -0.49 -0.42
N 2.947 -2.695 6.274 0.86 -0.73 1.91
O 2.335 -3.235 7.227 1.20 0.99 -1.66
C 2.215 -2.515 5.033 -0.43 -0.27 -0.86
C 2.778 -1.814 3.963 -0.01 -0.01 0.07
C 1.973 -1.465 2.871 -0.80 0.27 0.28
C 0.662 -2.049 2.713 -0.22 0.87 1.13
O -0.072 -1.786 1.634 -0.05 -0.15 0.21
C 0.071 -2.587 3.926 0.89 0.59 -0.35
C 0.878 -2.917 5.031 -0.82 0.18 -0.27
N -1.340 -2.465 4.085 1.81 0.38 -1.47
O -2.015 -3.234 4.743 -1.25 -1.29 1.29
O -1.869 -1.322 3.611 0.13 0.86 -0.33
N 2.213 -0.239 2.158 -1.26 -2.02 0.50
O 1.139 0.536 2.007 -1.05 -0.13 0.49
O 3.323 0.143 1.816 1.46 0.50 -0.34
H 3.803 -1.478 4.010 -0.05 0.31 0.13
H 0.412 -3.378 5.906 0.24 0.36 -0.33

---

Entry 2:
91
Properties=species:S:1:pos:R:3:forces:R:3 method="wB97M-V/def2-TZVPD" fmax_ha_per_bohr=0.0261 s_squared=2.021 relative_energy_kj_mol=0.0 molar_mass_g_mol=913.12 spin_multiplicity=3 gap_ev="7.6 / 6.8" total_charge=+1 lumo_energy_ev="-2.92 / -3.78"
W -1.409 0.112 -0.356 0.07 -0.79 1.08
N -1.741 -0.977 1.615 0.04 -0.18 -0.08
C -1.360 -2.402 1.581 0.03 -0.02 -0.05
C 0.054 -2.472 1.045 0.01 -0.03 0.05
N 0.282 -1.301 0.153 -0.06 0.27 -0.02
H -1.195 -0.479 2.320 -0.02 0.05 -0.05
H -2.722 -0.885 1.874 0.02 0.00 -0.08
H -2.065 -2.894 0.914 0.05 0.04 0.06
H -1.446 -2.863 2.566 0.02 0.02 0.02
H 0.207 -3.405 0.503 0.06 0.02 -0.01
H 0.799 -2.436 1.843 -0.02 0.03 0.03
H 0.894 -1.568 -0.605 -0.11 -0.10 -0.09
H 0.856 -0.634 0.763 0.00 -0.11 0.05
C 0.578 -2.222 5.108 0.01 0.05 -0.01
C 1.168 -0.849 4.773 -0.04 -0.03 -0.03
C 2.474 -0.940 4.014 -0.03 -0.07 0.02
C 3.557 -1.571 4.623 0.02 0.02 0.02
C 4.765 -1.726 3.969 -0.01 0.01 -0.01
C 4.914 -1.236 2.682 -0.01 -0.02 0.00
C 3.864 -0.591 2.041 0.02 0.02 -0.01
C 4.081 0.021 0.681 0.00 0.04 0.06
C 4.795 1.372 0.767 -0.04 -0.01 -0.01
C 2.643 -0.449 2.713 0.07 0.01 -0.02
N 1.546 0.155 2.028 -0.05 -0.02 0.01
C 1.200 1.342 2.361 0.05 0.08 -0.06
C 0.054 2.072 1.920 -0.02 -0.15 0.08
C -0.235 3.319 2.461 0.01 0.07 0.02
C -1.489 3.705 1.985 0.04 -0.01 0.00
C -1.917 2.676 1.175 -0.02 -0.04 0.03
N -1.003 1.656 1.105 -0.04 0.22 -0.16
H -0.386 -2.119 5.607 0.01 0.00 0.01
H 1.235 -2.789 5.766 0.01 -0.01 0.00
H 0.435 -2.819 4.205 -0.01 -0.01 -0.03
H 1.337 -0.298 5.701 0.00 0.01 0.01
H 0.435 -0.269 4.211 0.03 0.01 0.01
H 3.447 -1.940 5.636 -0.01 -0.01 0.00
H 5.590 -2.223 4.462 0.00 0.01 0.00
H 5.861 -1.342 2.166 0.00 0.00 0.00
H 3.114 0.175 0.201 0.01 -0.03 -0.04
H 4.661 -0.664 0.058 0.00 0.00 -0.01
H 4.222 2.071 1.379 0.00 0.01 0.00
H 4.927 1.813 -0.222 0.01 0.00 0.00
H 5.779 1.263 1.223 0.00 0.00 0.01
H 1.804 1.887 3.093 -0.02 -0.01 0.01
H 0.409 3.857 3.139 -0.01 0.00 0.01
H -2.031 4.611 2.200 -0.01 0.00 0.01
H -2.854 2.632 0.645 0.03 0.00 -0.04
Cl -4.874 -1.329 -4.648 0.00 -0.01 0.01
C -3.606 -1.891 -3.634 -0.02 -0.02 -0.04
C -3.176 -3.205 -3.677 0.01 -0.01 0.01
C -2.151 -3.572 -2.824 0.00 0.00 0.01
C -1.614 -2.636 -1.964 0.05 0.06 -0.08
N -2.034 -1.363 -1.913 -0.13 -0.15 -0.18
C -3.022 -1.005 -2.750 0.02 0.04 0.03
H -3.639 -3.915 -4.348 0.00 0.01 -0.01
H -1.778 -4.586 -2.805 0.00 0.00 -0.02
H -0.819 -2.914 -1.292 -0.02 -0.01 0.04
H -3.373 0.015 -2.697 0.03 -0.01 0.00
Se -3.576 3.823 -2.579 -0.08 0.09 -0.06
C -2.640 2.497 -1.986 0.18 -0.12 -0.02
N -1.999 1.589 -1.580 -0.37 0.57 -0.37
C 2.906 -0.069 -3.365 0.02 -0.03 0.00
C 1.825 -0.485 -2.367 0.01 0.03 0.00
P 0.468 0.732 -2.096 0.07 0.10 -0.04
C 1.391 2.258 -1.686 -0.10 0.05 0.07
C 0.586 3.488 -1.263 0.01 -0.03 -0.01
C -0.206 0.893 -3.805 -0.04 -0.02 0.00
C -0.221 2.291 -4.421 0.03 -0.02 -0.01
H 3.667 -0.847 -3.420 0.00 0.00 -0.02
H 3.401 0.851 -3.061 0.01 -0.01 0.02
H 2.511 0.073 -4.371 -0.01 0.03 0.00
H 2.307 -0.682 -1.409 0.04 0.01 -0.02
H 1.347 -1.416 -2.695 0.01 0.00 -0.01
H 2.004 2.493 -2.558 0.05 -0.01 0.02
H 2.075 1.964 -0.883 0.02 0.01 0.01
H -0.080 3.832 -2.052 0.00 0.01 -0.01
H 1.275 4.300 -1.034 0.01 0.00 0.00
H -0.013 3.298 -0.375 0.03 0.00 -0.04
H -1.216 0.485 -3.798 0.00 0.01 0.02
H 0.395 0.226 -4.425 -0.03 -0.02 -0.01
H -0.882 2.969 -3.886 0.00 -0.01 -0.01
H -0.587 2.221 -5.445 0.01 0.01 0.00
H 0.774 2.734 -4.459 0.01 0.00 0.00
C -6.491 0.443 -1.263 -0.01 0.02 -0.02
O -5.988 -0.875 -0.978 0.08 -0.01 -0.02
C -4.832 -1.069 -0.362 -0.11 0.00 0.27
S -4.393 -2.624 -0.035 -0.08 -0.04 -0.09
S -3.959 0.365 0.132 0.25 0.17 -0.20
H -6.707 0.977 -0.339 0.00 -0.01 0.02
H -7.405 0.272 -1.822 0.00 0.00 0.00
H -5.780 1.017 -1.855 0.01 -0.02 -0.01